Computed, not measured: a structure of composition C6H10 at a distorted geometry, with wB97M-V/def2-TZVPD.

Each line ends with the Mulliken charge.
Atoms and positions in Å:
C1 -0.9986 0.1199 -2.0021  -1.256
C2 -0.3977 -0.0897 -0.6378  0.482
C3 0.2018 -1.1924 -0.1606  -0.523
C4 0.9074 -0.9531 1.1348  -0.503
C5 0.3613 0.4226 1.5997  -0.556
C6 -0.3665 1.0416 0.3651  -0.512
H1 -0.5548 1.0131 -2.4720  0.295
H2 -0.8055 -0.7389 -2.6551  0.319
H3 -2.0846 0.2908 -1.9589  0.287
H4 0.2708 -2.1253 -0.7086  0.383
H5 1.5473 -1.6166 1.6882  0.382
H6 2.2562 -0.8934 0.9045  0.118
H7 -0.3192 0.4270 2.4649  0.294
H8 1.2387 0.9922 1.8775  0.255
H9 0.1359 1.9339 -0.0490  0.284
H10 -1.3926 1.3684 0.6096  0.252

Force components x, y, z for each atom (eV/Å):
C 0.0 -0.1 0.1
C 0.0 -0.3 0.2
C 0.3 0.0 -0.2
C 3.2 1.2 -1.4
C 0.6 0.1 0.1
C 0.2 -0.2 0.1
H -0.1 -0.3 0.1
H -0.1 0.2 0.1
H 0.2 0.0 0.0
H 0.1 0.1 0.0
H -2.2 -1.6 1.7
H -2.6 1.5 -1.0
H 0.3 -0.5 -0.3
H -0.1 0.5 0.2
H 0.0 -0.3 0.1
H 0.3 -0.1 0.0

The energy above the lowest of the compared OMol25 structures with the same formula, charge and spin comes out at 50.6 kcal/mol. As for the lowest unoccupied orbital energy: 0.039 Eh. As for the frontier orbital gap: 9.13 eV. The HOMO energy is -8.08 eV. Its energy is -234.52190 Ha. As for the total charge: 0. As for the spin multiplicity: 1.

Computed, not measured: the molecule C6H10, with wB97M-V/def2-TZVPD.

Each line ends with the Mulliken charge.
Atoms and positions in Å:
C1 -1.8645 1.1526 -0.3280  -1.262
C2 -0.6602 0.2771 -0.1487  0.484
C3 -0.6326 -1.0091 0.2090  -0.415
C4 0.7802 -1.5283 0.3392  -0.604
C5 1.5851 -0.2215 0.4506  -0.613
C6 0.7547 0.7799 -0.3668  -0.602
H1 -2.2045 1.1851 -1.3705  0.247
H2 -2.6994 0.7965 0.2890  0.337
H3 -1.6503 2.1872 -0.0337  0.322
H4 -1.5092 -1.6351 0.3540  0.393
H5 0.9099 -2.1957 1.1980  0.326
H6 1.0847 -2.0925 -0.5545  0.247
H7 1.5842 0.1028 1.5008  0.266
H8 2.6254 -0.3105 0.1180  0.308
H9 1.0151 0.7111 -1.4356  0.253
H10 0.8958 1.8218 -0.0564  0.314

Force components x, y, z for each atom (eV/Å):
C -0.2 0.0 0.0
C 0.0 -0.2 0.1
C -0.1 0.2 -0.1
C 0.0 -0.1 0.0
C 0.1 0.0 0.1
C 0.0 0.0 0.0
H 0.1 0.0 0.1
H 0.2 0.0 -0.2
H 0.0 -0.2 0.0
H 0.1 0.1 0.1
H 0.0 0.1 -0.1
H -0.1 0.0 0.1
H 0.1 -0.1 -0.2
H -0.2 0.0 0.0
H -0.1 0.1 0.1
H 0.0 -0.1 -0.1

The SMILES is CC1=CCCC1. The energy above the lowest of the compared OMol25 structures with the same formula, charge and spin comes out at 1.5 kcal/mol. As for the lowest unoccupied orbital energy: 0.043 Eh. As for the frontier orbital gap: 9.91 eV. The HOMO energy is -8.75 eV. Its energy is -234.60016 Ha. As for the total charge: 0. As for the spin multiplicity: 1.

Computed, not measured: the molecule C6H10, with wB97M-V/def2-TZVPD.

Each line ends with the Mulliken charge.
Atoms and positions in Å:
C1 0.4762 0.7623 -2.1805  -1.227
C2 0.0485 -0.0847 -0.9894  -0.340
C3 0.8601 0.2369 0.2864  -0.615
C4 0.4173 -0.6752 1.3784  -0.248
C5 -0.7995 -0.7011 1.9953  -0.101
C6 -1.7544 0.3486 2.1011  -0.567
H1 0.3713 1.8289 -1.9523  0.322
H2 -0.1391 0.5445 -3.0600  0.345
H3 1.5227 0.5736 -2.4453  0.315
H4 -1.0104 0.0835 -0.7599  0.329
H5 0.1469 -1.1527 -1.2302  0.325
H6 1.9278 0.0865 0.0805  0.347
H7 0.6932 1.2870 0.5548  0.341
H8 -1.0048 -1.7003 2.3845  0.288
H9 1.0551 -1.5390 1.5723  0.305
H10 -2.7457 -0.1311 2.2677  0.180

Force components x, y, z for each atom (eV/Å):
C 0.0 0.1 0.0
C -0.1 0.0 0.0
C 0.0 0.0 0.1
C 0.0 -0.2 -0.2
C 0.0 0.2 -0.1
C 0.2 -0.7 -0.3
H 0.0 -0.1 0.0
H 0.1 0.0 0.1
H -0.1 0.0 0.0
H 0.2 0.0 0.0
H 0.0 0.2 0.1
H -0.2 0.1 0.1
H -0.1 -0.1 0.0
H -0.1 0.1 0.5
H -0.1 0.0 -0.2
H 0.2 0.3 0.0

The energy above the lowest of the compared OMol25 structures with the same formula, charge and spin comes out at 95.3 kcal/mol. As for the lowest unoccupied orbital energy (alpha / beta): -0.030 / -0.028 Eh. As for the frontier orbital gap (alpha / beta): 7.71 / 7.40 eV. The HOMO energy (alpha / beta) is -8.52 / -8.17 eV. Its energy is -234.45065 Ha. As for the total charge: 0. As for the spin multiplicity: 1.

Computed, not measured: the molecule C6H10, with wB97M-V/def2-TZVPD.

Each line ends with the Mulliken charge.
Atoms and positions in Å:
C1 1.5250 -0.3788 -1.7096  -1.150
C2 0.1018 -0.5006 -1.1790  -0.336
C3 0.0134 -0.7657 0.3203  -0.387
C4 1.0644 0.3793 1.1774  -1.247
C5 -0.1440 0.6558 1.4076  1.042
C6 -1.4654 1.1888 1.7736  -1.083
H1 2.0531 0.4378 -1.2108  0.352
H2 1.5236 -0.1956 -2.7893  0.356
H3 2.0904 -1.2988 -1.5210  0.284
H4 -0.4194 -1.3216 -1.6915  0.319
H5 -0.4610 0.4144 -1.4066  0.222
H6 -1.0337 -0.9818 0.5812  0.335
H7 0.5593 -1.6613 0.6250  0.344
H8 -2.0405 0.4793 2.3783  0.326
H9 -1.3184 2.0997 2.3608  0.314
H10 -2.0487 1.4491 0.8836  0.309

Force components x, y, z for each atom (eV/Å):
C 0.1 0.0 0.0
C -0.1 0.0 0.0
C -0.1 -0.4 -0.3
C -0.6 0.3 0.3
C 0.5 -0.1 0.0
C 0.0 0.0 0.0
H -0.1 -0.1 -0.1
H 0.0 0.0 0.2
H -0.1 0.1 0.0
H 0.1 0.1 0.1
H 0.1 -0.1 0.0
H 0.1 0.0 0.0
H -0.1 0.2 0.0
H 0.1 0.1 -0.1
H 0.0 -0.1 -0.1
H 0.1 0.0 0.1

The energy above the lowest of the compared OMol25 structures with the same formula, charge and spin comes out at 85.0 kcal/mol. As for the lowest unoccupied orbital energy: 0.034 Eh. As for the frontier orbital gap: 10.47 eV. The HOMO energy is -9.55 eV. Its energy is -234.46707 Ha. As for the total charge: 0. As for the spin multiplicity: 1.

Computed, not measured: the molecule C6H10, with wB97M-V/def2-TZVPD.

Each line ends with the Mulliken charge.
Atoms and positions in Å:
C1 1.7725 0.1382 -0.7448  -0.608
C2 1.8865 -0.0328 0.7454  -0.676
C3 0.5956 0.4400 0.1394  -0.040
C4 -0.6075 -0.4541 0.1188  -0.037
C5 -1.9199 0.0412 0.6571  -0.680
C6 -1.7408 -0.1537 -0.8224  -0.605
H1 1.7209 -0.7584 -1.3571  0.243
H2 2.2957 0.9689 -1.2104  0.255
H3 1.9173 -1.0477 1.1352  0.233
H4 2.4912 0.6760 1.3041  0.255
H5 0.3610 1.4956 0.2765  0.336
H6 -0.3883 -1.5094 0.2816  0.343
H7 -2.5585 -0.6505 1.1993  0.257
H8 -1.9522 1.0617 1.0318  0.231
H9 -2.2505 -0.9861 -1.3000  0.255
H10 -1.6473 0.7319 -1.4467  0.241

Force components x, y, z for each atom (eV/Å):
C 0.1 0.0 -0.2
C 0.1 0.0 0.2
C -0.1 0.1 0.0
C 0.1 -0.1 0.0
C -0.1 0.0 0.2
C 0.0 0.0 -0.2
H 0.0 0.1 0.1
H -0.1 -0.1 0.1
H 0.0 0.2 -0.1
H -0.1 -0.1 -0.1
H 0.1 -0.2 0.0
H 0.0 0.2 0.0
H 0.1 0.1 -0.1
H 0.0 -0.2 -0.1
H 0.1 0.1 0.1
H 0.0 -0.1 0.1

The SMILES is C1CC1C1CC1. The energy above the lowest of the compared OMol25 structures with the same formula, charge and spin comes out at 31.4 kcal/mol. As for the lowest unoccupied orbital energy: 0.050 Eh. As for the frontier orbital gap: 10.83 eV. The HOMO energy is -9.48 eV. Its energy is -234.55241 Ha. As for the total charge: 0. As for the spin multiplicity: 1.

Computed, not measured: the molecule C6H10, with wB97M-V/def2-TZVPD.

Each line ends with the Mulliken charge.
Atoms and positions in Å:
C1 2.2125 0.1798 0.1727  -1.215
C2 0.7246 0.1125 -0.0145  0.506
C3 -0.0791 1.1702 -0.1457  -0.452
C4 -1.5264 0.7675 -0.2999  -0.610
C5 -1.5079 -0.6560 0.2827  -0.608
C6 -0.1051 -1.1639 -0.0899  -0.571
H1 2.7637 -0.4561 -0.5304  0.304
H2 2.5620 1.2095 0.0383  0.317
H3 2.5001 -0.1360 1.1840  0.268
H4 0.2635 2.2016 -0.1576  0.373
H5 -2.2268 1.4420 0.2038  0.331
H6 -1.8070 0.7462 -1.3647  0.234
H7 -1.5844 -0.5888 1.3755  0.269
H8 -2.3173 -1.3006 -0.0750  0.301
H9 -0.1141 -1.5413 -1.1253  0.239
H10 0.2416 -1.9865 0.5461  0.314

Force components x, y, z for each atom (eV/Å):
C 0.0 0.0 0.0
C -0.1 0.2 0.0
C 0.1 -0.1 0.0
C -0.1 0.0 0.0
C 0.0 0.0 0.0
C 0.0 0.0 0.0
H -0.2 0.0 0.1
H -0.1 -0.2 0.0
H -0.1 0.0 -0.2
H 0.0 -0.1 -0.1
H 0.1 -0.1 0.0
H 0.0 0.0 0.1
H 0.0 0.0 -0.2
H 0.1 0.1 0.0
H 0.1 0.0 0.1
H 0.0 0.2 0.0

The SMILES is CC1=CCCC1. The energy above the lowest of the compared OMol25 structures with the same formula, charge and spin comes out at 1.2 kcal/mol. As for the lowest unoccupied orbital energy: 0.043 Eh. As for the frontier orbital gap: 9.92 eV. The HOMO energy is -8.76 eV. Its energy is -234.60052 Ha. As for the total charge: 0. As for the spin multiplicity: 1.